(a)
Computed, not measured: one molecule with the formula C8H11N3S, with ωB97M-V/def2-TZVPD.

CARTESIAN COORDINATES (ANGSTROEM)
C: -2.853 0.083 0.241
C: 2.482 -0.327 -0.301
C: -0.843 -0.839 1.253
C: -0.579 -1.853 0.136
C: -1.670 0.453 0.800
C: -0.807 1.404 0.037
C: 3.864 -0.026 -0.090
C: -1.300 1.742 -1.398
N: -3.807 -0.215 -0.333
N: 1.538 -0.993 -0.415
N: 0.456 -1.433 -0.769
S: 0.588 2.025 0.534
H: -1.476 -1.300 2.034
H: 0.047 -0.471 1.701
H: -0.394 -2.800 0.676
H: -1.529 -1.831 -0.429
H: -2.095 0.841 1.792
H: 4.590 0.004 -0.981
H: 4.180 -0.792 0.624
H: 3.904 0.996 0.215
H: -0.719 2.421 -1.899
H: -2.400 1.953 -1.333
H: -1.178 0.955 -2.093

Summary:
Frontier orbital gap ... 7.94 eV
M ... 181.3 g/mol
2S+1 ... 1
HOMO ... -0.2988 hartree
Total charge ... 0

(b)
Computed, not measured: one molecule with the formula C8H11N3S, with ωB97M-V/def2-TZVPD.

CARTESIAN COORDINATES (ANGSTROEM)
C: -3.941 0.553 1.177
C: -2.506 0.282 0.850
C: -1.916 -0.974 1.110
C: -0.616 -1.235 0.725
C: 0.144 -0.161 0.230
C: 2.323 -0.195 -1.040
C: -0.357 1.082 0.097
C: -1.707 1.328 0.385
H: -4.109 1.535 1.666
H: -4.549 0.607 0.282
H: -4.376 -0.174 1.858
H: -2.596 -1.743 1.375
H: -0.183 -2.264 0.765
H: 1.898 -1.187 0.650
H: 3.889 -1.015 -0.152
H: 4.635 0.684 -1.970
H: 4.265 -0.582 -2.846
H: 0.242 1.862 -0.297
H: -2.037 2.349 0.354
N: 1.545 -0.461 0.023
N: 3.554 -0.744 -1.035
N: 4.613 -0.343 -1.916
S: 1.783 0.796 -2.292

Summary:
Frontier orbital gap ... 8.86 eV
M ... 181.3 g/mol
2S+1 ... 1
HOMO ... -0.2993 hartree
SMILES string ... Cc1ccc(NC(=S)NN)cc1
Total charge ... 0

Tell me which of them is the most stable. Sure, it is (b).

(a)
Computed, not measured: one molecule with the formula C23H31N3O4S, with ωB97M-V/def2-TZVPD.

CARTESIAN COORDINATES (ANGSTROEM)
C: -5.033 -2.218 0.077
H: -5.066 -1.808 -0.929
H: -5.242 -1.420 0.786
H: -5.800 -2.982 0.177
C: -3.654 -2.827 0.322
N: -2.570 -1.885 0.141
S: -2.276 -1.381 -1.422
O: -2.854 -0.088 -1.684
O: -2.627 -2.462 -2.296
C: -0.500 -1.199 -1.358
C: 0.295 -2.271 -1.007
C: 1.664 -2.096 -0.920
C: 2.251 -0.853 -1.159
C: 1.423 0.226 -1.539
C: 0.053 0.030 -1.646
H: -0.604 0.819 -1.968
N: 2.007 1.455 -1.861
C: 1.530 2.718 -1.639
O: 2.098 3.683 -2.100
C: 0.336 2.789 -0.744
C: -0.912 3.114 -1.256
C: -2.032 3.101 -0.435
C: -1.864 2.837 0.918
C: -0.614 2.568 1.457
C: 0.483 2.516 0.609
H: 1.459 2.277 1.009
C: -0.443 2.350 2.930
H: -0.137 3.282 3.406
H: 0.327 1.607 3.128
H: -1.376 2.030 3.388
H: -2.729 2.841 1.566
C: -3.393 3.294 -1.021
H: -3.722 2.339 -1.433
H: -3.374 4.024 -1.827
H: -4.109 3.611 -0.266
H: -1.016 3.339 -2.307
H: 2.899 1.402 -2.342
N: 3.634 -0.626 -1.098
C: 4.534 -1.762 -1.198
H: 5.443 -1.410 -1.699
C: 4.892 -2.315 0.204
H: 4.834 -3.404 0.233
O: 3.967 -1.856 1.164
C: 4.011 -0.454 1.322
H: 3.086 -0.201 1.844
C: 4.093 0.265 -0.045
H: 5.127 0.536 -0.275
H: 3.494 1.174 -0.024
H: 4.868 -0.170 1.952
H: 5.909 -2.010 0.491
H: 4.074 -2.522 -1.827
H: 2.279 -2.927 -0.614
H: -0.163 -3.224 -0.798
C: -2.351 -0.871 1.150
C: -1.253 -1.297 2.121
H: -1.514 -2.240 2.594
H: -1.127 -0.543 2.892
H: -0.312 -1.425 1.593
H: -3.277 -0.672 1.699
H: -2.062 0.049 0.636
H: -3.581 -3.238 1.333
H: -3.479 -3.625 -0.401

Summary:
Frontier orbital gap ... 8.95 eV
M ... 445.6 g/mol
2S+1 ... 1
HOMO ... -0.3065 hartree
SMILES string ... CCN(CC)S(=O)(=O)c1ccc(N2CCOCC2)c(NC(=O)c2cc(C)cc(C)c2)c1
Total charge ... 0

(b)
Computed, not measured: one molecule with the formula C23H31N3O4S, with ωB97M-V/def2-TZVPD.

CARTESIAN COORDINATES (ANGSTROEM)
C: -3.612 6.303 0.970
H: -3.108 6.755 0.117
O: -3.304 4.935 0.907
C: -3.855 4.093 1.849
C: -4.662 4.532 2.882
C: -5.242 3.633 3.767
C: -5.012 2.283 3.614
C: -4.189 1.832 2.597
C: -3.583 2.712 1.702
N: -2.806 2.253 0.654
C: -1.600 2.940 0.242
H: -1.337 3.694 0.983
C: -0.421 1.974 0.107
N: -0.724 0.941 -0.868
C: 0.137 -0.018 -1.248
O: -0.217 -0.956 -1.951
C: 1.595 0.099 -0.798
N: 2.081 -1.209 -0.388
C: 2.821 -2.084 -1.212
C: 2.497 -2.343 -2.538
C: 3.277 -3.224 -3.266
C: 4.360 -3.879 -2.699
C: 4.662 -3.647 -1.353
C: 3.895 -2.747 -0.630
H: 4.107 -2.560 0.411
C: 5.808 -4.352 -0.694
H: 6.748 -4.101 -1.185
H: 5.876 -4.071 0.353
H: 5.681 -5.432 -0.757
C: 5.182 -4.831 -3.514
H: 6.223 -4.511 -3.541
H: 5.155 -5.830 -3.081
H: 4.810 -4.885 -4.534
H: 3.026 -3.415 -4.300
H: 1.630 -1.882 -2.983
S: 1.136 -1.970 0.756
O: 1.989 -2.583 1.729
O: 0.198 -0.988 1.234
C: 0.247 -3.289 -0.103
H: 0.966 -4.052 -0.368
H: -0.492 -3.672 0.588
H: -0.219 -2.856 -0.980
C: 2.461 0.747 -1.873
H: 2.179 1.792 -1.980
H: 3.508 0.687 -1.588
H: 2.331 0.252 -2.831
H: 1.648 0.698 0.115
C: -2.144 0.708 -1.070
C: -2.860 0.861 0.266
H: -2.368 0.195 0.992
H: -3.908 0.564 0.164
H: -2.542 1.420 -1.800
H: -2.259 -0.303 -1.464
H: 0.454 2.545 -0.216
H: -0.211 1.509 1.078
H: -1.762 3.454 -0.714
H: -4.004 0.774 2.507
H: -5.462 1.572 4.290
H: -5.874 4.000 4.561
H: -4.868 5.584 3.003
H: -4.690 6.480 0.887
H: -3.240 6.763 1.892

Summary:
Frontier orbital gap ... 8.13 eV
M ... 445.6 g/mol
2S+1 ... 1
HOMO ... -0.2744 hartree
SMILES string ... COc1ccccc1N1CCN(C(=O)[C@H](C)N(c2ccc(C)c(C)c2)S(C)(=O)=O)CC1
Total charge ... 0

Tell me which of them is the most stable. Sure, it is (a).

(a)
Computed, not measured: one molecule with the formula C2H4S3, with ωB97M-V/def2-TZVPD.

CARTESIAN COORDINATES (ANGSTROEM)
C: 0.396 0.440 -0.114
C: -0.588 -0.590 0.154
S: 2.093 0.441 -0.353
S: 2.610 -1.401 -0.486
S: -0.324 2.056 0.057
H: -0.290 -1.685 0.345
H: -1.013 -0.775 -0.850
H: -1.334 -0.203 0.790
H: -1.550 1.717 0.456

Summary:
Frontier orbital gap (spin up / spin down) ... 7.04 / 7.04 eV
M ... 124.3 g/mol
2S+1 ... 1
HOMO (spin up / spin down) ... -0.2875 / -0.2875 hartree
Total charge ... 0

(b)
Computed, not measured: a 2-piece molecular cluster, C2H4S3 overall, with ωB97M-V/def2-TZVPD.

CARTESIAN COORDINATES (ANGSTROEM)
C: -1.666 0.738 0.544
C: -1.779 -0.426 -0.284
S: -1.942 -0.815 1.428
S: -1.726 -1.112 -1.708
S: 1.250 -1.616 0.244
H: -0.600 1.326 0.696
H: -2.518 1.489 0.561
H: 0.397 -2.465 0.540
H: 2.198 -2.042 1.285

Summary:
Frontier orbital gap ... 8.41 eV
M ... 124.3 g/mol
2S+1 ... 1
HOMO ... -0.3262 hartree
SMILES string ... S=C1CS1.S
Total charge ... 0

Tell me which of them is the most stable. Sure, it is (a).